[1]
{
  "formula": "C81H109BCdF2Ge2N6OP2",
  "method": "ωB97M-V with the def2-TZVPD basis set",
  "symbols": ["Cd", "C", "C", "C", "P", "C", "C", "C", "C", "C", "C", "C", "C", "C", "C", "N", "C", "C", "C", "C", "C", "C", "C", "P", "C", "C", "C", "C", "C", "C", "H", "H", "H", "H", "H", "H", "H", "H", "H", "H", "H", "H", "H", "H", "H", "H", "H", "H", "H", "H", "H", "H", "H", "H", "H", "H", "H", "H", "H", "H", "H", "H", "H", "H", "H", "H", "H", "H", "H", "H", "F", "C", "F", "H", "C", "C", "C", "C", "C", "N", "C", "O", "N", "C", "C", "C", "C", "N", "C", "C", "C", "H", "H", "H", "H", "H", "H", "H", "H", "H", "H", "H", "H", "H", "C", "Ge", "C", "C", "Ge", "C", "C", "C", "C", "C", "C", "C", "C", "C", "C", "C", "C", "H", "H", "H", "H", "H", "H", "H", "H", "H", "H", "H", "H", "H", "H", "H", "H", "H", "H", "H", "C", "C", "C", "C", "C", "C", "C", "C", "C", "C", "C", "C", "N", "B", "N", "C", "C", "C", "C", "C", "C", "C", "C", "C", "C", "C", "C", "C", "C", "H", "H", "H", "H", "H", "H", "H", "H", "H", "H", "H", "H", "H", "H", "H", "H", "H", "H", "H", "H", "H", "H", "H", "H", "H", "H", "H", "H", "H", "H", "H", "H", "H", "H", "H", "H"],
  "xyz": [[-0.228, 0.091, 0.798], [-5.372, -0.538, 3.437], [-4.559, -0.269, 2.174], [-5.461, 0.168, 1.019], [-3.041, 0.813, 2.258], [-3.654, 2.505, 2.784], [-4.733, 2.688, 3.859], [-4.136, 3.242, 1.526], [-2.249, 0.047, 3.727], [-2.460, 0.482, 5.031], [-2.118, -0.257, 6.156], [-2.358, 0.283, 7.543], [-1.609, -1.524, 5.928], [-1.324, -1.973, 4.650], [-1.540, -1.181, 3.494], [-1.253, -1.581, 2.196], [-0.517, -2.738, 1.915], [0.518, -3.286, 2.692], [1.034, -4.545, 2.421], [0.583, -5.300, 1.344], [1.066, -6.708, 1.097], [-0.312, -4.688, 0.473], [-0.811, -3.410, 0.700], [-1.730, -2.374, -0.498], [-1.191, -2.991, -2.208], [-1.726, -4.270, -2.874], [0.343, -3.001, -2.239], [-3.521, -2.896, -0.201], [-3.661, -3.669, 1.114], [-4.261, -3.649, -1.300], [-6.021, -1.404, 3.268], [-4.736, -0.763, 4.295], [-6.013, 0.306, 3.695], [-4.095, -1.205, 1.892], [-6.158, 0.948, 1.338], [-4.878, 0.560, 0.181], [-6.059, -0.675, 0.658], [-2.734, 2.996, 3.123], [-5.706, 2.368, 3.483], [-4.541, 2.155, 4.787], [-4.815, 3.753, 4.099], [-5.141, 2.916, 1.256], [-4.177, 4.320, 1.712], [-3.491, 3.068, 0.668], [-2.916, 1.451, 5.188], [-3.424, 0.442, 7.733], [-1.982, -0.406, 8.301], [-1.857, 1.245, 7.686], [-1.415, -2.183, 6.771], [-0.967, -2.982, 4.537], [0.928, -2.711, 3.511], [1.800, -4.953, 3.075], [1.882, -6.967, 1.774], [0.263, -7.435, 1.251], [1.423, -6.833, 0.071], [-0.616, -5.228, -0.415], [-1.503, -2.150, -2.836], [-1.801, -5.118, -2.194], [-2.701, -4.113, -3.330], [-1.040, -4.553, -3.678], [0.749, -3.896, -1.773], [0.696, -2.966, -3.275], [0.751, -2.138, -1.719], [-4.020, -1.928, -0.090], [-3.310, -4.697, 0.988], [-3.082, -3.225, 1.920], [-4.715, -3.704, 1.414], [-3.876, -4.663, -1.418], [-5.316, -3.725, -1.021], [-4.208, -3.139, -2.263], [-0.610, 1.630, -1.631], [-1.787, 2.278, -1.254], [-1.654, 2.311, 0.147], [-1.696, 3.316, -1.570], [9.871, -4.631, -3.400], [9.018, -3.416, -3.139], [7.689, -3.360, -3.525], [6.891, -2.248, -3.272], [7.418, -1.144, -2.609], [6.706, 0.034, -2.290], [5.331, 0.240, -2.130], [4.911, 0.896, -1.202], [4.564, -0.288, -3.130], [3.157, -0.382, -3.185], [2.585, -0.736, -4.398], [1.215, -0.903, -4.478], [0.463, -0.757, -3.327], [1.004, -0.422, -2.158], [2.312, -0.201, -2.088], [8.757, -1.197, -2.213], [9.537, -2.306, -2.475], [9.374, -5.323, -4.080], [10.081, -5.166, -2.470], [10.830, -4.352, -3.840], [7.247, -4.210, -4.031], [5.854, -2.285, -3.568], [7.199, 0.626, -1.640], [5.048, -0.535, -3.976], [3.211, -0.883, -5.273], [0.738, -1.162, -5.414], [-0.612, -0.910, -3.336], [2.697, 0.133, -1.136], [9.181, -0.351, -1.682], [10.570, -2.317, -2.145], [-6.710, 2.894, -2.198], [-5.850, 1.319, -3.063], [-6.343, 1.436, -4.985], [-6.991, -0.209, -2.501], [-3.336, 1.132, -2.777], [-3.189, -0.240, -4.305], [-2.306, -0.184, -5.387], [-2.297, -1.174, -6.367], [-3.190, -2.236, -6.305], [-4.088, -2.305, -5.245], [-4.067, -1.332, -4.256], [-2.830, 2.735, -3.906], [-1.491, 2.904, -4.285], [-1.075, 3.981, -5.058], [-1.994, 4.935, -5.477], [-3.322, 4.806, -5.097], [-3.726, 3.725, -4.318], [-7.476, 3.309, -2.858], [-5.982, 3.676, -1.971], [-7.183, 2.590, -1.261], [-7.430, 1.363, -5.086], [-5.881, 0.608, -5.528], [-6.004, 2.369, -5.441], [-7.997, 0.165, -2.289], [-6.619, -0.718, -1.612], [-7.055, -0.938, -3.312], [-1.627, 0.656, -5.485], [-1.598, -1.109, -7.195], [-3.185, -3.001, -7.073], [-4.803, -3.120, -5.195], [-4.755, -1.409, -3.417], [-0.750, 2.181, -3.958], [-0.029, 4.079, -5.333], [-1.675, 5.772, -6.086], [-4.049, 5.550, -5.407], [-4.767, 3.659, -4.023], [3.973, 4.570, -1.255], [2.794, 3.594, -1.351], [2.487, 3.321, -2.824], [1.616, 4.169, -0.582], [0.938, 5.253, -1.129], [-0.045, 5.912, -0.416], [-0.295, 5.536, 0.892], [0.375, 4.472, 1.492], [0.134, 4.306, 2.987], [1.295, 4.893, 3.799], [-0.196, 2.895, 3.470], [1.277, 3.730, 0.712], [1.947, 2.582, 1.271], [1.588, 1.175, 1.487], [2.714, 0.687, 2.275], [3.636, 1.717, 2.462], [3.190, 2.826, 1.864], [2.920, -0.523, 3.017], [3.377, -1.693, 2.395], [3.550, -2.842, 3.161], [3.286, -2.844, 4.518], [2.899, -1.665, 5.133], [2.733, -0.492, 4.406], [2.410, 0.782, 5.163], [1.088, 0.674, 5.922], [3.561, 1.147, 6.108], [3.758, -1.730, 0.934], [2.855, -2.686, 0.159], [5.231, -2.109, 0.754], [4.856, 4.150, -1.747], [4.229, 4.780, -0.214], [3.725, 5.518, -1.740], [3.098, 2.663, -0.877], [2.300, 4.250, -3.370], [1.616, 2.682, -2.933], [3.342, 2.830, -3.295], [1.176, 5.582, -2.134], [-0.594, 6.731, -0.867], [-1.017, 6.094, 1.479], [-0.739, 4.927, 3.204], [2.216, 4.339, 3.618], [1.068, 4.832, 4.868], [1.463, 5.942, 3.542], [0.700, 2.284, 3.561], [-0.880, 2.392, 2.788], [-0.673, 2.939, 4.453], [4.564, 1.551, 2.987], [3.672, 3.788, 1.786], [3.897, -3.751, 2.680], [3.400, -3.753, 5.098], [2.725, -1.654, 6.204], [2.312, 1.599, 4.454], [1.187, 0.041, 6.810], [0.308, 0.252, 5.290], [0.761, 1.665, 6.252], [3.608, 0.456, 6.953], [3.424, 2.157, 6.502], [4.524, 1.111, 5.591], [3.632, -0.728, 0.539], [2.933, -3.706, 0.547], [1.809, -2.387, 0.251], [3.122, -2.699, -0.901], [5.429, -3.124, 1.107], [5.886, -1.422, 1.297], [5.499, -2.073, -0.306]],
  "charge": -1,
  "spin_multiplicity": 2,
  "total_energy_ev": -239042.0297
}

[2]
{
  "formula": "C81H168FeN9O9",
  "method": "ωB97M-V with the def2-TZVPD basis set",
  "symbols": ["Fe", "C", "C", "C", "C", "C", "C", "N", "O", "C", "C", "C", "H", "H", "H", "H", "H", "H", "H", "H", "H", "H", "H", "H", "H", "H", "H", "H", "H", "H", "C", "C", "C", "C", "C", "C", "N", "O", "C", "C", "C", "H", "H", "H", "H", "H", "H", "H", "H", "H", "H", "H", "H", "H", "H", "H", "H", "H", "H", "C", "C", "C", "C", "C", "C", "N", "O", "C", "C", "C", "H", "H", "H", "H", "H", "H", "H", "H", "H", "H", "H", "H", "H", "H", "H", "H", "H", "H", "C", "C", "C", "C", "C", "C", "N", "O", "C", "C", "C", "H", "H", "H", "H", "H", "H", "H", "H", "H", "H", "H", "H", "H", "H", "H", "H", "H", "H", "H", "C", "C", "C", "C", "C", "C", "N", "O", "C", "C", "C", "H", "H", "H", "H", "H", "H", "H", "H", "H", "H", "H", "H", "H", "H", "H", "H", "H", "H", "H", "C", "C", "C", "C", "C", "C", "N", "O", "C", "C", "C", "H", "H", "H", "H", "H", "H", "H", "H", "H", "H", "H", "H", "H", "H", "H", "H", "H", "H", "H", "C", "C", "C", "C", "C", "C", "N", "O", "C", "C", "C", "H", "H", "H", "H", "H", "H", "H", "H", "H", "H", "H", "H", "H", "H", "H", "H", "H", "H", "H", "C", "C", "C", "C", "C", "C", "N", "O", "C", "C", "C", "H", "H", "H", "H", "H", "H", "H", "H", "H", "H", "H", "H", "H", "H", "H", "H", "H", "H", "H", "C", "C", "C", "C", "C", "C", "N", "O", "C", "C", "C", "H", "H", "H", "H", "H", "H", "H", "H", "H", "H", "H", "H", "H", "H", "H", "H", "H", "H", "H"],
  "xyz": [[-3.159, -0.824, 2.209], [-2.581, 0.640, -1.346], [-1.243, -0.103, -1.087], [-0.154, 1.029, -1.235], [1.274, 0.720, -0.684], [1.170, 0.151, 0.699], [0.123, -0.980, 0.905], [-1.198, -0.705, 0.300], [-2.251, -1.694, 0.559], [-0.010, -1.020, 2.376], [0.862, -2.263, 0.464], [-0.988, -1.114, -2.322], [-2.774, 1.489, -0.690], [-3.446, -0.022, -1.312], [-2.615, 1.041, -2.359], [-0.364, 1.991, -0.768], [0.043, 1.136, -2.301], [1.885, 1.612, -0.549], [1.786, 0.116, -1.434], [1.127, 0.939, 1.451], [2.161, -0.253, 0.906], [0.974, -1.083, 2.841], [-0.700, -1.753, 2.796], [-0.316, -0.096, 2.866], [1.555, -2.497, 1.271], [1.247, -2.282, -0.556], [0.307, -3.185, 0.640], [-1.537, -2.046, -2.187], [0.044, -1.461, -2.275], [-1.197, -0.730, -3.320], [-2.115, 2.382, 2.000], [-3.531, 2.998, 1.752], [-3.338, 4.070, 0.690], [-4.534, 4.501, -0.097], [-5.182, 3.244, -0.714], [-5.643, 2.254, 0.426], [-4.436, 1.917, 1.290], [-4.611, 0.779, 2.170], [-6.299, 1.050, -0.392], [-6.785, 2.942, 1.203], [-3.992, 3.635, 3.056], [-1.690, 1.861, 1.142], [-2.263, 1.651, 2.795], [-1.412, 3.134, 2.359], [-2.558, 3.711, 0.020], [-2.892, 4.978, 1.096], [-4.043, 5.077, -0.882], [-5.190, 5.159, 0.473], [-4.425, 2.749, -1.322], [-6.084, 3.590, -1.220], [-7.137, 1.369, -1.011], [-6.611, 0.193, 0.204], [-5.608, 0.735, -1.175], [-7.242, 2.160, 1.810], [-7.450, 3.409, 0.477], [-6.372, 3.780, 1.765], [-4.574, 2.944, 3.665], [-4.612, 4.503, 2.831], [-3.187, 4.002, 3.693], [-4.029, -2.306, 6.404], [-2.980, -1.819, 5.290], [-1.555, -2.058, 5.879], [-1.098, -3.475, 5.949], [-1.218, -4.085, 4.546], [-2.606, -4.004, 3.895], [-3.087, -2.577, 3.971], [-4.347, -2.285, 3.295], [-3.481, -5.040, 4.623], [-2.329, -4.403, 2.377], [-3.070, -0.323, 4.987], [-4.455, -1.487, 6.984], [-3.715, -3.060, 7.126], [-4.893, -2.696, 5.866], [-1.444, -1.836, 6.941], [-0.776, -1.446, 5.425], [-1.681, -4.082, 6.642], [-0.062, -3.522, 6.286], [-0.896, -5.125, 4.595], [-0.459, -3.517, 4.008], [-2.923, -5.952, 4.833], [-4.421, -5.280, 4.127], [-3.680, -4.759, 5.657], [-1.542, -3.800, 1.925], [-3.279, -4.374, 1.843], [-2.066, -5.454, 2.500], [-2.720, 0.154, 5.903], [-4.108, 0.007, 4.967], [-2.463, 0.057, 4.165], [1.636, 7.010, 5.464], [0.941, 5.770, 5.026], [-0.332, 6.213, 4.255], [-0.183, 6.559, 2.761], [0.610, 5.451, 2.061], [2.034, 5.140, 2.719], [1.723, 4.885, 4.122], [2.888, 4.428, 4.707], [2.449, 3.775, 2.001], [2.931, 6.415, 2.367], [0.592, 4.990, 6.262], [1.103, 7.659, 6.159], [1.743, 7.735, 4.657], [2.585, 6.807, 5.961], [-1.093, 5.433, 4.279], [-0.826, 7.102, 4.646], [0.236, 7.563, 2.700], [-1.199, 6.603, 2.369], [0.835, 5.886, 1.088], [0.096, 4.540, 1.753], [2.101, 3.640, 0.977], [3.537, 3.796, 1.945], [2.301, 2.929, 2.672], [3.973, 6.116, 2.476], [2.866, 6.623, 1.299], [2.646, 7.288, 2.955], [0.356, 3.968, 5.966], [-0.267, 5.353, 6.826], [1.415, 4.863, 6.966], [3.394, 5.244, 4.709], [-0.652, -4.724, -3.976], [0.288, -5.887, -4.275], [1.708, -5.290, -4.253], [2.208, -5.073, -2.831], [2.321, -6.394, -1.988], [0.878, -7.083, -2.055], [0.199, -7.061, -3.391], [-1.014, -7.770, -3.407], [1.126, -8.586, -1.702], [-0.124, -6.509, -0.971], [-0.012, -6.385, -5.743], [-0.563, -4.462, -2.922], [-1.688, -5.050, -4.070], [-0.580, -3.846, -4.618], [2.517, -5.834, -4.742], [1.736, -4.298, -4.703], [1.563, -4.350, -2.331], [3.115, -4.468, -2.808], [2.608, -6.012, -1.008], [3.175, -6.927, -2.406], [0.228, -9.097, -1.354], [1.546, -9.077, -2.580], [1.847, -8.710, -0.894], [-0.652, -7.253, -0.374], [0.445, -5.835, -0.330], [-0.859, -5.885, -1.480], [0.611, -7.275, -5.834], [0.190, -5.704, -6.570], [-1.066, -6.653, -5.810], [-0.639, -8.635, -3.588], [-7.457, -0.621, -4.527], [-6.135, 0.220, -4.778], [-4.978, -0.426, -3.900], [-4.392, -1.750, -4.529], [-3.807, -1.469, -5.853], [-4.799, -0.793, -6.858], [-5.738, 0.244, -6.245], [-6.725, 0.666, -7.099], [-3.800, -0.092, -7.863], [-5.588, -1.860, -7.736], [-6.387, 1.720, -4.367], [-8.224, 0.046, -4.920], [-7.660, -0.760, -3.465], [-7.354, -1.603, -4.989], [-4.225, 0.337, -3.700], [-5.383, -0.621, -2.907], [-5.077, -2.588, -4.406], [-3.526, -1.901, -3.884], [-3.602, -2.501, -6.138], [-2.875, -0.905, -5.800], [-3.368, -0.820, -8.550], [-4.381, 0.590, -8.484], [-3.091, 0.595, -7.402], [-5.754, -1.541, -8.765], [-5.141, -2.852, -7.808], [-6.536, -2.063, -7.238], [-5.586, 2.424, -4.592], [-6.419, 1.677, -3.278], [-7.318, 2.140, -4.746], [-6.496, 1.597, -7.130], [4.722, 0.774, 2.172], [4.709, 0.117, 3.607], [6.190, 0.065, 4.055], [6.466, -0.354, 5.524], [5.581, 0.519, 6.425], [4.069, 0.602, 5.985], [3.927, 0.957, 4.564], [2.582, 1.029, 4.139], [3.396, -0.672, 6.481], [3.444, 1.791, 6.809], [4.173, -1.316, 3.435], [5.015, 1.797, 1.932], [3.712, 0.607, 1.797], [5.401, 0.177, 1.564], [6.688, -0.571, 3.324], [6.644, 1.034, 3.849], [7.518, -0.224, 5.778], [6.299, -1.420, 5.677], [5.906, 1.550, 6.565], [5.630, 0.194, 7.465], [2.407, -0.720, 6.026], [3.645, -1.668, 6.115], [3.239, -0.695, 7.559], [3.865, 2.676, 6.331], [2.362, 1.924, 6.777], [3.757, 1.784, 7.853], [4.583, -1.912, 2.620], [3.091, -1.353, 3.308], [4.400, -1.917, 4.315], [2.552, 1.942, 3.845], [-3.589, 4.543, -4.931], [-2.310, 5.502, -4.995], [-1.818, 5.734, -3.531], [-0.951, 4.709, -2.860], [0.229, 4.506, -3.742], [-0.099, 4.105, -5.231], [-1.201, 4.947, -5.810], [-1.523, 4.751, -7.122], [1.129, 4.230, -6.182], [-0.526, 2.617, -5.121], [-2.704, 6.858, -5.626], [-4.416, 5.154, -4.569], [-3.463, 3.703, -4.248], [-3.925, 4.015, -5.824], [-1.321, 6.704, -3.571], [-2.654, 5.886, -2.850], [-1.505, 3.798, -2.632], [-0.530, 4.885, -1.870], [0.751, 3.711, -3.209], [0.950, 5.319, -3.660], [2.022, 3.846, -5.689], [0.951, 3.780, -7.158], [1.533, 5.231, -6.332], [0.315, 1.952, -5.318], [-0.930, 2.315, -4.155], [-1.173, 2.171, -5.876], [-1.822, 7.497, -5.585], [-3.324, 7.368, -4.889], [-3.038, 6.899, -6.662], [-1.195, 5.459, -7.682], [9.268, -2.148, 1.038], [8.466, -3.167, 0.132], [7.912, -4.184, 1.203], [6.915, -5.112, 0.554], [5.764, -4.226, -0.046], [6.194, -3.113, -1.039], [7.404, -2.400, -0.507], [7.916, -1.440, -1.415], [6.380, -3.553, -2.516], [5.030, -2.035, -0.912], [9.426, -3.826, -0.837], [9.798, -1.476, 0.364], [9.919, -2.730, 1.691], [8.566, -1.540, 1.608], [8.792, -4.725, 1.551], [7.516, -3.720, 2.106], [6.462, -5.796, 1.272], [7.332, -5.776, -0.204], [5.168, -3.907, 0.809], [5.036, -4.912, -0.480], [6.970, -2.819, -3.064], [7.010, -4.440, -2.584], [5.426, -3.762, -2.999], [4.057, -2.392, -1.251], [5.031, -1.722, 0.132], [5.157, -1.076, -1.413], [9.899, -3.232, -1.618], [8.914, -4.576, -1.440], [10.230, -4.225, -0.218], [7.643, -0.605, -1.027]],
  "spin_multiplicity": 6,
  "total_energy_ev": -152928.7145
}

| no. | maximum force (eV/Å) |
| --- | --- |
| 1 | 1.55 |
| 2 | 4.37 |